ORCA calculation (wB97M-V/def2-TZVPD) on C17H34IrN3OPSSi as an isolated structure in a non-equilibrium geometry.

XYZ file:
```
59
Properties=species:S:1:pos:R:3:forces:R:3:mulliken_charge:R:1
Ir -0.10870 0.57564 -0.55495 -0.3 3.2 -1.9 1.417
S -1.67143 -1.23854 -1.16032 0.0 -0.3 0.1 -0.731
P 1.10130 2.54602 -0.20097 0.2 -0.1 0.1 0.475
Si -1.44871 1.92363 -1.88747 -0.4 0.1 -1.2 0.690
O 1.80577 -0.20725 -0.33874 1.7 -0.7 -0.2 -0.949
N -0.48660 -2.64114 0.85152 -0.3 0.1 -0.6 0.435
N -0.50228 0.22194 1.25519 -1.5 -0.9 5.1 -0.727
N -1.45784 -3.82880 -0.87789 0.0 0.3 -0.2 -0.142
C -2.66769 1.76936 4.44430 0.3 -0.2 -0.4 -0.116
C -0.98620 -5.13074 -0.41594 -0.5 0.0 0.1 -0.648
C 2.80540 0.04265 -2.58961 -0.4 0.0 -0.2 -1.552
C -1.14577 -2.64466 -0.31721 0.1 -0.4 0.7 0.446
C 0.23038 -4.93795 0.46222 0.4 -0.3 -0.1 -0.524
C 1.86186 -2.14807 -1.73126 -0.2 -0.2 -0.2 -1.465
C -1.23795 0.69018 2.26283 0.1 -0.3 -0.1 0.390
C 2.60628 2.33960 0.81480 0.0 -0.2 0.0 -1.227
C -1.61351 0.86823 4.67435 -1.1 0.7 2.1 -0.853
C 0.14027 3.75732 0.77381 0.1 0.2 -0.1 -1.141
C 1.80332 -0.62743 -1.63657 -0.5 -0.4 0.0 1.448
C 1.77586 3.43972 -1.64187 0.0 0.3 0.0 -1.222
C -1.46128 1.42828 -3.70982 -0.3 0.2 0.0 -1.144
C -2.35086 1.57429 2.05868 0.6 -0.9 -2.5 0.059
C -0.90899 0.33171 3.61635 2.1 -0.9 -1.7 -0.537
C -3.02340 2.11770 3.13690 -1.3 1.2 1.6 -1.029
C -0.02556 -3.86485 1.50473 -0.2 0.1 0.1 -0.648
H -0.78826 -4.21117 2.21878 0.2 0.1 -0.1 0.404
H -1.33953 0.59462 5.69315 -0.2 0.1 -0.2 0.317
H 2.32039 4.32122 -1.27844 -0.1 -0.1 -0.1 0.474
H 0.98090 3.76821 -2.31815 0.1 -0.1 0.2 0.284
H -1.99585 -3.76502 -1.73394 0.3 0.0 0.2 0.230
H 3.02348 3.31947 1.08797 -0.2 -0.2 -0.1 0.501
H 0.75797 4.65038 0.94671 -0.2 -0.2 -0.1 0.492
H 1.41033 -2.59273 -0.83782 0.1 0.2 -0.3 0.053
H -1.79353 -5.62922 0.14026 0.2 0.0 -0.1 0.310
H 3.20808 -0.72693 -3.26408 -0.1 0.4 0.0 0.522
H 2.47066 2.79516 -2.19303 -0.2 0.1 0.2 0.247
H -0.14270 3.31898 1.73844 0.1 0.0 -0.2 0.286
H 0.53007 -0.17226 -2.00145 1.5 -0.6 -0.6 -0.069
H -2.86643 1.80363 -1.41912 0.1 0.0 0.1 -0.227
H -0.75847 -5.74056 -1.29690 0.0 0.1 0.2 0.379
H -0.77206 4.04146 0.24159 0.2 0.0 0.1 0.280
H -0.06278 -0.35161 3.74861 -0.3 0.3 0.0 0.373
H 1.35946 -2.53626 -2.63349 0.2 0.1 0.3 0.298
H -3.83561 2.82271 2.96458 0.2 -0.2 0.1 0.358
H -2.63338 1.81675 1.03082 0.1 -0.1 0.3 0.303
H 2.34637 1.78666 1.72422 0.0 0.1 -0.2 0.307
H 3.35436 1.76002 0.26320 -0.2 0.1 0.1 0.273
H 2.92609 -2.43975 -1.76130 -0.3 0.0 0.0 0.566
H -1.26876 0.35760 -3.83216 0.0 0.2 -0.1 0.321
H 2.33460 0.83125 -3.19866 0.2 -0.2 0.2 0.214
H 3.64309 0.46847 -2.02317 -0.2 -0.1 0.0 0.295
H -3.21289 2.19776 5.28635 0.1 -0.1 -0.2 0.368
H 1.09419 -4.67220 -0.16060 -0.2 0.0 0.1 0.246
H -1.15344 3.39601 -1.89814 -0.1 -0.2 0.1 -0.300
H -2.45305 1.66652 -4.11447 0.2 -0.1 -0.2 0.362
H 0.47325 -5.88246 0.95677 0.0 0.1 0.0 0.377
H 0.88941 -3.63676 2.06330 -0.2 0.0 -0.1 0.376
H -0.70938 2.01521 -4.24976 -0.1 -0.2 0.0 0.262
H -0.37025 -1.73202 1.31693 0.0 -0.2 -0.3 -0.188
```
Forces are in eV/Å.

**Orbital gap (alpha / beta)**: 3.15 / 5.21 eV
**E**: -55532.156 eV
**E_LUMO (alpha / beta)**: 0.30 / -2.35 eV
**E_HOMO (alpha / beta)**: -2.86 / -7.56 eV
**2S+1**: 6